(1)
DFT (the ωB97M-V functional and the def2-TZVPD basis) results for C28H54IrP2Si as an isolated structure.

```
! wB97M-V def2-TZVPD RIJCOSX def2/J DEFGRID3
* xyz 2 6
Ir -0.262 0.217 -0.393
C -0.750 -1.802 0.390
C 0.642 -1.936 0.020
C 0.514 -0.405 1.764
C -0.818 -0.892 1.510
C 1.412 -1.088 0.878
C -1.916 -2.586 -0.111
H -1.650 -3.162 -0.996
H -2.752 -1.922 -0.363
H -2.272 -3.270 0.673
C -2.031 -0.656 2.337
H -2.926 -1.004 1.816
H -2.155 0.404 2.570
H -1.948 -1.199 3.288
C 0.919 0.538 2.843
H 1.004 0.007 3.801
H 0.184 1.339 2.974
H 1.892 0.997 2.625
C 2.896 -0.970 0.910
H 3.307 -1.502 1.783
H 3.220 0.074 0.996
H 3.345 -1.397 0.008
C 1.207 -2.889 -0.971
H 1.664 -3.757 -0.470
H 1.996 -2.414 -1.566
H 0.433 -3.258 -1.646
C -1.939 0.941 -5.819
C -1.939 -0.395 -5.978
C -1.119 -1.119 -7.005
C 0.344 -0.618 -7.154
C 1.009 0.008 -5.960
C 1.098 1.337 -5.767
C 0.198 2.366 -6.398
C -1.249 1.923 -6.723
H -1.588 -1.052 -8.006
H 0.384 0.068 -8.016
H -1.109 -2.192 -6.762
H -1.289 1.571 -7.765
H -2.601 1.384 -5.068
H -2.655 -1.027 -5.444
H -1.859 2.843 -6.700
H 0.173 3.257 -5.750
H 1.949 1.752 -5.211
H 0.646 2.716 -7.345
H 0.951 -1.494 -7.439
H 1.593 -0.678 -5.332
P -1.357 0.253 -2.367
P 1.404 1.372 -1.478
C -0.670 1.685 -3.294
C 0.535 2.411 -2.716
H -1.467 2.400 -3.546
H -0.392 1.210 -4.241
H 1.243 2.657 -3.520
H 0.246 3.362 -2.238
C 2.333 2.479 -0.418
H 2.933 1.922 0.309
H 1.657 3.138 0.132
H 3.001 3.089 -1.037
C 2.567 0.331 -2.406
H 2.951 0.881 -3.274
H 2.100 -0.590 -2.766
H 3.411 0.067 -1.755
C -3.149 0.380 -2.463
H -3.611 -0.424 -1.877
H -3.489 0.286 -3.503
H -3.487 1.343 -2.065
C -0.816 -1.304 -3.138
H 0.183 -1.583 -2.782
H -0.780 -1.263 -4.232
H -1.527 -2.088 -2.848
C 0.118 4.040 1.762
Si -1.523 3.198 1.433
C -2.157 2.674 3.131
C -2.771 4.504 0.850
C -1.497 1.867 0.041
H -0.005 4.792 2.556
H 0.482 4.566 0.871
H 0.883 3.331 2.100
H -2.331 3.586 3.724
H -3.118 2.151 3.064
H -1.460 2.052 3.701
H -2.499 4.906 -0.136
H -3.782 4.075 0.775
H -2.824 5.349 1.551
H -1.556 2.482 -0.873
H -2.491 1.387 0.104
*
```

Results
Kohn-Sham gap (alpha / beta): 0.0918 / 0.1440 hartree
HOMO (alpha / beta): -9.28 / -13.71 eV
⟨S²⟩: 8.770

Löwdin atomic charge list, values in e, 4 entries: 1.052 -0.326 -0.276 -0.270



(2)
DFT (the ωB97M-V functional and the def2-TZVPD basis) results for C28H54IrP2Si as an isolated structure.

```
! wB97M-V def2-TZVPD RIJCOSX def2/J DEFGRID3
* xyz 2 6
Ir -1.101 -0.337 -4.448
C -0.252 -2.143 0.365
C 1.121 -2.184 -0.007
C 0.911 -0.724 1.764
C -0.381 -1.241 1.454
C 1.839 -1.325 0.872
C -1.377 -2.895 -0.225
H -1.051 -3.512 -1.064
H -2.134 -2.199 -0.617
H -1.865 -3.558 0.509
C -1.643 -0.868 2.115
H -2.503 -1.189 1.514
H -1.727 0.220 2.247
H -1.745 -1.337 3.106
C 1.224 0.240 2.846
H 1.284 -0.268 3.825
H 0.446 1.017 2.934
H 2.189 0.739 2.669
C 3.310 -1.127 0.893
H 3.775 -1.777 1.655
H 3.581 -0.087 1.135
H 3.762 -1.386 -0.074
C 1.731 -2.961 -1.110
H 2.300 -3.828 -0.737
H 2.426 -2.335 -1.692
H 0.965 -3.339 -1.796
C -2.144 0.758 -5.738
C -2.247 -0.639 -6.052
C -1.412 -1.272 -7.139
C 0.112 -1.390 -6.820
C 0.523 -0.879 -5.451
C 0.575 0.535 -5.114
C 0.274 1.592 -6.158
C -1.229 1.686 -6.528
H -1.512 -0.709 -8.076
H 0.696 -0.883 -7.603
H -1.796 -2.279 -7.363
H -1.331 1.541 -7.618
H -2.997 1.244 -5.255
H -3.201 -1.126 -5.810
H -1.568 2.712 -6.316
H 0.611 2.556 -5.741
H 1.306 0.794 -4.332
H 0.879 1.411 -7.064
H 0.387 -2.456 -6.855
H 1.246 -1.490 -4.895
P -1.552 1.457 -2.744
P 0.982 2.492 -0.890
C -0.908 3.182 -2.987
C 0.483 3.470 -2.356
H -1.682 3.897 -2.652
H -0.862 3.302 -4.082
H 1.287 3.328 -3.101
H 0.538 4.524 -2.057
C 2.325 3.076 0.142
H 2.352 2.498 1.083
H 2.215 4.138 0.389
H 3.285 2.919 -0.383
C 1.696 0.991 -1.650
H 2.305 1.243 -2.536
H 0.911 0.290 -1.950
H 2.355 0.476 -0.937
C -3.368 1.537 -2.625
H -3.683 0.861 -1.807
H -3.775 1.153 -3.578
H -3.731 2.555 -2.425
C -1.418 -2.092 -3.587
H -0.527 -2.315 -2.983
H -1.586 -2.903 -4.313
H -2.280 -2.039 -2.915
C -0.009 4.358 1.930
Si -1.380 3.338 1.150
C -2.371 2.580 2.571
C -2.604 4.437 0.249
C -0.548 2.040 0.001
H -0.456 4.939 2.748
H 0.441 5.059 1.216
H 0.789 3.735 2.356
H -2.852 3.414 3.109
H -3.168 1.914 2.211
H -1.750 2.040 3.300
H -2.245 4.767 -0.733
H -3.567 3.921 0.125
H -2.776 5.329 0.872
H -1.281 1.701 -0.801
H -0.399 1.121 0.593
*
```

Results
Kohn-Sham gap (alpha / beta): 0.2457 / 0.1524 hartree
HOMO (alpha / beta): -11.15 / -12.51 eV
⟨S²⟩: 8.765

Löwdin atomic charge list, values in e, 4 entries: 1.184 -0.101 -0.115 -0.139



Stability, descending: (2), (1)



(1)
DFT (the ωB97M-V functional and the def2-TZVPD basis) results for a 3-piece molecular cluster, C2H11NO2S2 overall.

```
! wB97M-V def2-TZVPD RIJCOSX def2/J DEFGRID3
* xyz 0 1
N -0.511 -0.152 3.341
C -1.130 0.971 2.627
C -1.939 0.314 1.426
S -1.138 0.396 -0.203
S -2.172 -0.803 -1.489
H -1.068 -0.539 4.095
H 0.346 0.187 3.769
H -1.870 1.579 3.160
H -0.324 1.610 2.278
H -2.024 -0.759 1.527
H -2.859 0.908 1.414
H -3.391 -0.344 -1.440
O 4.996 5.086 -2.449
H 4.451 5.042 -1.674
H 4.902 4.175 -2.779
O 3.554 -5.248 -0.978
H 4.380 -5.726 -1.073
H 3.842 -4.426 -1.394
*
```

Results
Kohn-Sham gap: 0.3295 hartree
HOMO: -8.43 eV
SMILES string: NCCSS.O.O

natural (NBO) atomic charge list, values in e, 4 entries: -0.835 -0.220 -0.546 0.075



(2)
DFT (the ωB97M-V functional and the def2-TZVPD basis) results for a 3-piece molecular cluster, C2H11NO2S2 overall.

```
! wB97M-V def2-TZVPD RIJCOSX def2/J DEFGRID3
* xyz 0 1
N -1.261 -1.994 0.439
C -1.325 -0.881 1.365
C -0.195 0.039 1.131
S -0.413 1.657 1.973
S -0.225 3.322 1.046
H -2.028 -2.650 0.485
H -0.398 -2.511 0.570
H -2.195 -0.293 0.947
H -1.519 -1.081 2.439
H 0.833 -0.246 1.417
H -0.024 0.105 0.015
H -1.191 3.399 0.144
O 3.066 0.478 -1.220
H 3.201 0.025 -0.376
H 2.237 0.257 -1.668
O 0.688 0.239 -2.613
H 0.444 -0.666 -2.796
H 0.305 0.800 -3.298
*
```

Results
Kohn-Sham gap: 0.3229 hartree
HOMO: -8.37 eV
SMILES string: NCCSS.O.O

natural (NBO) atomic charge list, values in e, 4 entries: -0.839 -0.241 -0.561 0.056



(3)
DFT (the ωB97M-V functional and the def2-TZVPD basis) results for a 3-piece molecular cluster, C2H11NO2S2 overall.

```
! wB97M-V def2-TZVPD RIJCOSX def2/J DEFGRID3
* xyz 0 1
N 1.766 -1.654 -0.944
C 1.891 -1.039 0.442
C 0.567 -0.396 0.767
S -0.712 -1.295 1.700
S -2.114 -1.965 0.467
H 0.788 -1.907 -1.058
H 2.140 -2.606 -0.966
H 2.078 -1.778 1.220
H 2.766 -0.435 0.227
H 0.852 0.456 1.414
H 0.124 0.296 0.050
H -2.701 -0.788 0.115
O -1.213 1.511 -2.420
H -1.428 2.161 -3.106
H -0.283 1.736 -2.297
O -1.304 2.896 1.394
H -1.006 2.103 1.845
H -2.212 2.703 1.149
*
```

Results
Kohn-Sham gap: 0.3508 hartree
HOMO: -9.05 eV
SMILES string: NCCSS.O.O

natural (NBO) atomic charge list, values in e, 4 entries: -0.832 -0.248 -0.598 0.090



Stability, descending: (1), (3), (2)



(1)
DFT (the ωB97M-V functional and the def2-TZVPD basis) results for a 2-piece molecular cluster, CH4ClN2OS overall.

```
! wB97M-V def2-TZVPD RIJCOSX def2/J DEFGRID3
* xyz 1 3
C -0.026 0.319 0.311
N 0.084 -1.389 -0.977
N 0.780 0.418 1.303
O -2.285 0.461 -0.895
S -1.460 1.350 -0.245
Cl 0.489 1.455 -1.435
H -0.640 -1.918 -0.709
H 0.969 -1.654 -0.646
H 1.619 -0.050 1.205
H 0.470 1.009 2.088
*
```

Results
Kohn-Sham gap (alpha / beta): 0.2519 / 0.2822 hartree
HOMO (alpha / beta): -12.79 / -15.10 eV
⟨S²⟩: 2.008

natural (NBO) atomic charge list, values in e, 4 entries: 0.092 -0.389 -0.771 -0.776



(2)
DFT (the ωB97M-V functional and the def2-TZVPD basis) results for an isolated ion of composition CH4ClN2OS and charge +1.

```
! wB97M-V def2-TZVPD RIJCOSX def2/J DEFGRID3
* xyz 1 3
C 0.210 0.944 0.784
N -0.417 -0.710 -1.152
N 0.631 -0.284 1.047
O -1.316 0.414 -1.242
S -0.847 1.682 -0.319
Cl 1.052 2.129 1.724
H 0.188 -0.946 -1.948
H -1.138 -1.481 -1.197
H 1.239 -0.583 1.750
H 0.399 -1.164 0.553
*
```

Results
Kohn-Sham gap (alpha / beta): 0.2350 / 0.2613 hartree
HOMO (alpha / beta): -11.42 / -15.56 eV
⟨S²⟩: 2.008

natural (NBO) atomic charge list, values in e, 4 entries: -0.206 -0.583 -0.668 -0.427



Stability, descending: (2), (1)